No. 1
The following is a quantum chemistry calculation of a 20-piece molecular cluster, C26H88ClNO23PS overall, from OMol25.

Structure (ORCA input):
```
! wB97M-V def2-TZVPD RIJCOSX def2/J DEFGRID3
* xyz 1 1
C -3.421 6.972 -1.276
C -1.895 6.929 -1.240
C -1.284 6.930 0.164
C -1.907 5.941 1.165
C -0.924 4.843 1.587
C -1.613 3.687 2.315
C -2.106 2.589 1.358
C -1.199 1.368 1.233
C 0.292 1.674 1.071
C 1.063 0.453 0.525
C 1.781 0.597 -0.860
P 1.011 1.663 -2.156
O -0.576 1.563 -2.028
O 1.323 3.169 -1.719
S 1.746 1.250 -3.875
C 1.989 -0.819 -1.320
C 0.908 -1.737 -1.738
C 0.892 -2.101 -3.249
C -0.258 -1.449 -4.038
C -1.298 -2.426 -4.613
C -2.682 -2.205 -3.989
C -3.269 -0.860 -4.402
N 3.222 -1.179 -1.225
C 3.748 -2.528 -1.507
C 3.418 -3.568 -0.427
C 3.397 -3.043 1.019
C 4.307 -3.857 1.915
O 5.505 -3.717 1.898
O 3.673 -4.717 2.749
C 3.380 -6.018 2.212
C 4.581 -6.720 1.613
C 4.133 -0.115 -0.831
C 3.255 1.132 -0.761
Cl 3.612 2.025 0.763
H -3.852 6.003 -1.025
H -3.803 7.687 -0.546
H -3.779 7.241 -2.268
H -1.520 7.815 -1.758
H -1.522 6.074 -1.811
H -0.226 6.666 0.060
H -1.290 7.941 0.574
H -2.770 5.441 0.724
H -2.235 6.466 2.062
H -0.451 4.489 0.661
H -0.125 5.272 2.192
H -2.482 4.091 2.834
H -0.972 3.269 3.095
H -2.179 3.033 0.361
H -3.101 2.255 1.648
H -1.306 0.703 2.095
H -1.549 0.773 0.379
H 0.450 2.553 0.459
H 0.697 1.930 2.050
H 1.819 0.110 1.232
H 0.345 -0.366 0.448
H -0.880 0.964 -1.333
H 1.747 3.293 -0.859
H -0.046 -1.306 -1.436
H 1.015 -2.661 -1.169
H 1.839 -1.824 -3.713
H 0.832 -3.184 -3.319
H -0.797 -0.787 -3.358
H 0.180 -0.866 -4.840
H -1.415 -2.208 -5.677
H -1.003 -3.470 -4.525
H -2.590 -2.218 -2.896
H -3.365 -3.005 -4.274
H -3.389 -0.778 -5.481
H -2.670 -0.020 -4.052
H -4.261 -0.726 -3.967
H 3.324 -2.844 -2.455
H 4.823 -2.449 -1.616
H 2.450 -4.019 -0.644
H 4.147 -4.368 -0.544
H 3.772 -2.023 1.101
H 2.389 -3.040 1.431
H 2.557 -5.952 1.490
H 3.001 -6.589 3.056
H 5.451 -6.534 2.243
H 4.424 -7.790 1.558
H 4.835 -6.331 0.626
H 4.697 -0.347 0.070
H 4.889 -0.006 -1.613
H 3.499 1.841 -1.542
O 0.061 -5.407 -3.406
H 0.787 -6.037 -3.348
H -0.198 -5.256 -2.483
O 2.429 4.599 3.511
H 3.245 5.120 3.499
H 2.544 3.943 2.817
O 5.073 -9.614 2.804
H 5.360 -9.006 3.493
H 5.783 -10.262 2.752
O -2.791 3.482 5.363
H -2.144 2.770 5.338
H -2.288 4.253 5.660
O -5.414 1.598 4.928
H -4.690 2.235 5.005
H -5.091 0.938 4.303
O 5.607 -3.881 -3.495
H 6.455 -3.432 -3.602
H 5.614 -4.526 -4.210
O -6.758 3.823 3.517
H -6.429 3.071 4.029
H -7.173 4.403 4.161
O 1.346 -2.942 -6.391
H 0.885 -3.718 -6.050
H 0.682 -2.472 -6.904
O -6.763 0.165 2.243
H -6.484 0.767 1.545
H -7.152 0.738 2.919
O -0.501 -5.554 -0.573
H -0.207 -6.271 -0.002
H -0.785 -4.846 0.023
O 3.893 3.091 5.907
H 3.378 2.327 6.181
H 3.272 3.653 5.426
O -2.720 -4.006 0.696
H -3.230 -4.697 1.133
H -3.341 -3.603 0.080
O 7.443 -2.671 -5.541
H 6.947 -2.793 -6.357
H 8.283 -2.290 -5.818
O -8.469 0.524 4.695
H -7.645 0.280 5.133
H -8.952 -0.306 4.593
O 1.060 -5.880 -6.373
H 1.777 -6.521 -6.368
H 0.831 -5.760 -5.444
O -1.063 5.688 6.538
H -0.377 5.429 7.161
H -1.082 6.649 6.573
O -1.911 2.024 -5.596
H -1.219 1.613 -5.065
H -1.716 2.965 -5.546
O -10.703 -0.923 6.004
H -10.262 -0.390 6.673
H -11.401 -0.351 5.668
O 3.793 7.016 2.401
H 3.374 6.876 1.545
H 4.630 7.446 2.196
*
```


No. 2
The following is a quantum chemistry calculation of a 8-piece molecular cluster, C16H24N8 overall, from OMol25.

Structure (ORCA input):
```
! wB97M-V def2-TZVPD RIJCOSX def2/J DEFGRID3
* xyz 0 1
C 3.582 -2.312 1.985
C 3.898 -1.584 3.220
N 4.025 -1.027 4.223
H 4.362 -3.075 1.830
H 3.450 -1.655 1.114
H 2.626 -2.822 2.157
C 1.377 0.918 -1.507
C 1.978 -0.341 -1.161
N 2.421 -1.429 -0.979
H 2.144 1.732 -1.510
H 0.554 1.225 -0.909
H 0.940 0.810 -2.484
C 1.887 -0.759 6.236
C 1.434 0.024 5.035
N 1.194 0.497 4.014
H 1.477 -0.490 7.213
H 2.953 -0.721 6.189
H 1.617 -1.786 6.059
C -3.740 4.165 1.079
C -2.694 5.039 0.738
N -1.814 5.718 0.415
H -3.488 3.734 2.053
H -3.729 3.404 0.275
H -4.643 4.682 1.305
C 0.944 3.517 1.453
C -0.225 2.779 1.027
N -1.124 2.244 0.502
H 0.785 3.901 2.491
H 1.124 4.398 0.870
H 1.779 2.786 1.479
C -3.504 0.076 2.081
C -4.571 0.925 2.607
N -5.460 1.535 2.997
H -3.226 0.322 1.091
H -3.754 -0.985 2.258
H -2.544 0.242 2.603
C -1.805 -3.573 -6.440
C -1.074 -4.614 -5.736
N -0.524 -5.545 -5.330
H -2.006 -2.764 -5.771
H -2.688 -4.011 -6.906
H -1.103 -3.214 -7.243
C 1.610 -2.284 -5.060
C 0.353 -1.530 -5.078
N -0.604 -0.897 -5.201
H 1.630 -2.823 -4.100
H 2.444 -1.543 -5.190
H 1.731 -2.888 -5.993
*
```

SMILES: CC#N.CC#N.CC#N.CC#N.CC#N.CC#N.CC#N.CC#N
ΔE to the lowest compared entry with this formula, charge and spin, kJ/mol: 119.92


No. 3
The following is a quantum chemistry calculation of a 8-piece molecular cluster, C45H52O2P overall, from OMol25.

Structure (ORCA input):
```
! wB97M-V def2-TZVPD RIJCOSX def2/J DEFGRID3
* xyz -1 1
O -0.666 -1.992 -0.191
C 0.034 -1.460 -1.014
O 1.378 -1.543 -1.032
C 1.817 -2.513 -2.052
C 2.031 -3.892 -1.464
P 3.066 -3.962 0.195
H -0.383 -0.813 -1.808
H 1.045 -2.511 -2.840
H 2.745 -2.116 -2.478
H 1.055 -4.354 -1.235
H 2.524 -4.523 -2.220
H 3.527 -2.556 0.021
H 4.276 -4.410 -0.565
H 2.645 -5.379 0.319
H 1.867 -3.517 0.929
H 3.818 -4.035 1.462
C -4.558 -2.095 4.042
C -3.359 -1.699 4.621
C -2.204 -1.628 3.852
C -2.249 -1.943 2.500
C -3.449 -2.331 1.923
C -4.602 -2.414 2.691
H -5.456 -2.159 4.644
H -3.324 -1.452 5.676
H -1.266 -1.329 4.303
H -1.355 -1.901 1.893
H -3.475 -2.579 0.869
H -5.534 -2.733 2.238
C -3.855 -6.897 0.538
C -5.038 -7.590 0.323
C -6.072 -6.997 -0.390
C -5.919 -5.711 -0.891
C -4.734 -5.019 -0.677
C -3.702 -5.611 0.039
H -3.049 -7.356 1.095
H -5.156 -8.593 0.712
H -6.996 -7.536 -0.555
H -6.723 -5.248 -1.448
H -4.613 -4.017 -1.068
H -2.780 -5.069 0.210
C 2.579 -0.061 2.787
C 2.777 0.679 3.945
C 1.776 1.521 4.416
C 0.574 1.621 3.730
C 0.373 0.871 2.579
C 1.372 0.032 2.109
H 3.356 -0.713 2.409
H 3.716 0.603 4.480
H 1.937 2.103 5.316
H -0.207 2.280 4.091
H -0.564 0.944 2.041
H 1.224 -0.555 1.211
C -2.800 2.349 1.028
C -1.907 3.168 0.350
C -2.048 4.547 0.407
C -3.080 5.108 1.147
C -3.972 4.290 1.827
C -3.833 2.910 1.766
H -2.689 1.273 0.984
H -1.096 2.729 -0.219
H -1.350 5.185 -0.123
H -3.191 6.185 1.194
H -4.775 4.729 2.407
H -4.525 2.270 2.297
C 0.011 10.516 1.014
C -0.278 9.338 1.689
C -1.026 8.348 1.066
C -1.479 8.533 -0.232
C -1.188 9.711 -0.908
C -0.444 10.702 -0.284
H 0.595 11.288 1.499
H 0.080 9.190 2.699
H -1.252 7.429 1.592
H -2.059 7.758 -0.719
H -1.540 9.854 -1.922
H -0.218 11.621 -0.811
C 4.516 3.004 -1.744
C 4.467 1.617 -1.785
C 3.316 0.944 -1.395
C 2.217 1.664 -0.957
C 2.266 3.051 -0.906
C 3.414 3.723 -1.302
H 5.416 3.524 -2.048
H 5.331 1.055 -2.118
H 3.285 -0.137 -1.403
H 1.323 1.146 -0.637
H 1.408 3.610 -0.551
H 3.453 4.805 -1.259
C 5.062 -2.837 -4.688
C 4.697 -2.730 -6.024
C 4.093 -3.802 -6.666
C 3.850 -4.979 -5.969
C 4.213 -5.083 -4.633
C 4.823 -4.014 -3.992
H 5.528 -2.000 -4.185
H 4.879 -1.809 -6.563
H 3.807 -3.720 -7.707
H 3.371 -5.813 -6.467
H 4.014 -5.995 -4.085
H 5.092 -4.095 -2.945
*
```


Ordered HOMO energy results: -11.98, -11.33, -3.50; unit eV.